No. 1
A 12-piece molecular cluster, C18H60N18O12 overall in a non-equilibrium geometry, computed with ωB97M-V/def2-TZVPD.

Summary:
- LUMO energy (spin up / spin down) (eV) = 1.7 / 1.7
- 2S+1 = 2
- largest force on an atom (Eh/bohr) = 0.181
- electronic energy (a.u.) = -2610.42304
- charge = -1
- frontier orbital gap (spin up / spin down) (eV) = 2.08 / 8.35

```
108
C18H60N18O12 ωB97M-V/def2-TZVPD
C 0.424 2.566 2.455
C -0.030 3.957 1.941
C -1.130 4.576 2.809
O 1.024 4.790 1.821
H 1.009 2.203 1.610
H -0.477 1.953 2.497
H 0.900 2.707 3.425
H -0.419 3.835 0.931
H -0.795 5.264 3.585
H -1.737 3.849 3.348
H -1.720 5.227 2.163
H 0.745 5.693 1.658
C -3.727 3.090 0.784
C -5.016 2.343 0.521
C -5.136 1.755 -0.829
O -5.085 1.276 1.448
H -2.882 2.489 0.450
H -3.637 3.718 1.671
H -3.824 3.899 0.061
H -5.836 3.011 0.786
H -4.355 1.035 -1.077
H -5.036 2.340 -1.743
H -5.998 1.088 -0.813
H -5.877 0.840 1.124
C -1.822 -3.656 -0.911
C -1.083 -4.859 -0.183
C -2.104 -5.665 0.578
O -0.605 -5.729 -1.243
H -2.519 -3.241 -0.182
H -2.509 -3.942 -1.707
H -1.120 -2.938 -1.334
H -0.263 -4.525 0.453
H -2.865 -6.030 -0.112
H -2.686 -5.176 1.359
H -1.638 -6.437 1.190
H 0.065 -5.182 -1.659
C -2.673 -3.055 2.949
O -1.846 -2.313 2.394
N -2.416 -3.883 3.860
N -3.935 -2.892 2.807
H -1.479 -4.227 4.015
H -3.081 -3.983 4.614
H -4.462 -3.314 3.558
H -4.421 -2.213 2.238
C -2.775 0.200 -3.722
O -2.562 0.809 -2.694
N -3.490 0.596 -4.684
N -2.318 -0.946 -3.989
H -3.889 1.507 -4.507
H -3.913 0.026 -5.402
H -2.679 -1.405 -4.813
H -1.473 -1.268 -3.538
C 1.168 0.145 -3.839
O 1.664 0.295 -5.000
N 0.752 1.124 -3.059
N 1.233 -0.971 -3.232
H 0.538 1.934 -3.623
H 0.490 1.168 -2.084
H 1.141 -0.900 -2.229
H 1.606 -1.843 -3.578
C 4.902 -2.110 -0.585
O 5.642 -2.936 -1.112
N 3.616 -2.035 -0.774
N 5.253 -1.196 0.165
H 3.231 -2.502 -1.583
H 3.034 -1.845 0.030
H 6.235 -1.288 0.380
H 4.803 -0.306 0.322
C 4.602 1.658 -2.754
O 4.389 1.253 -3.878
N 3.814 1.488 -1.779
N 5.656 2.276 -2.373
H 4.065 1.608 -0.808
H 2.934 1.063 -2.036
H 5.994 2.535 -1.458
H 6.241 2.474 -3.173
C -1.166 4.037 -2.277
O -0.779 5.203 -2.531
N -2.286 3.564 -2.729
N -0.510 3.202 -1.470
H -2.706 4.171 -3.419
H -2.432 2.569 -2.634
H -0.955 2.335 -1.203
H 0.354 3.665 -1.229
C 4.840 1.484 1.850
O 5.349 1.322 0.722
N 3.554 1.329 2.025
N 5.513 1.330 2.943
H 2.862 1.124 1.318
H 3.235 1.231 2.978
H 5.012 0.952 3.735
H 6.499 1.296 2.726
C -0.154 -0.217 0.147
O 0.756 0.425 -0.232
N -1.395 -0.133 -0.250
N -0.002 -1.114 1.027
H -2.181 -0.603 0.176
H -1.472 0.357 -1.130
H 0.947 -1.199 1.362
H -0.773 -1.507 1.548
C 2.438 -2.749 2.849
O 2.416 -1.845 2.144
N 3.574 -3.276 3.151
N 1.431 -3.396 3.305
H 3.776 -4.136 3.641
H 4.389 -2.899 2.688
H 0.493 -3.099 3.079
H 1.542 -4.274 3.792
```

Löwdin population analysis, charges in e, atoms 1 to 2: atom 1 (C): -0.03, atom 2 (C): -0.55

=====

No. 2
C2HF6NO4PbS2 as an isolated structure in a non-equilibrium geometry, computed with ωB97M-V/def2-TZVPD.

Summary:
- LUMO energy (eV) = -1.7
- largest force on an atom (Eh/bohr) = 0.073
- electronic energy (a.u.) = -2020.83526
- frontier orbital gap (eV) = 7.91

```
17
C2HF6NO4PbS2 ωB97M-V/def2-TZVPD
N -1.236 0.639 -0.555
S 0.023 0.704 -1.629
O 0.198 2.101 -2.139
C -0.869 -0.152 -3.036
F -2.018 0.439 -3.313
F -1.085 -1.422 -2.728
F -0.087 -0.096 -4.108
S -1.017 -0.188 0.790
O -0.127 -1.393 0.536
O -2.264 -0.503 1.475
Pb 1.791 -2.019 0.401
O 2.540 -1.258 2.066
H 2.367 -1.549 2.964
C 0.336 0.901 2.100
F 1.601 1.230 1.903
F -0.240 2.087 1.950
F 0.087 0.478 3.322
```

Löwdin population analysis, charges in e, atoms 1 to 2: atom 1 (N): -0.40, atom 2 (S): 0.86

=====

No. 3
A 5-piece molecular cluster, CH11O5 overall in a non-equilibrium geometry, computed with ωB97M-V/def2-TZVPD.

Summary:
- LUMO energy (eV) = 3.8
- largest force on an atom (Eh/bohr) = 0.136
- electronic energy (a.u.) = -420.91391
- energy above the lowest of the compared OMol25 structures with the same formula, charge and spin (kJ/mol) = 96.86
- charge = -1
- frontier orbital gap (eV) = 8.72

```
17
CH11O5 ωB97M-V/def2-TZVPD
C -0.834 0.149 -1.394
O 0.046 -0.287 -0.384
H -1.751 0.493 -0.938
H -0.402 1.008 -1.874
H -1.050 -0.669 -2.043
H 0.467 1.904 0.191
H -0.792 2.103 1.155
O 0.010 2.460 0.799
H -0.551 0.044 1.113
H -1.137 -0.104 2.550
O -1.093 0.460 1.898
H 2.640 -0.336 0.478
H 1.506 0.053 -0.576
O 2.538 0.187 -0.325
H 0.544 -1.971 -0.537
H -0.424 -2.624 0.257
O 0.283 -2.871 -0.369
```

Löwdin population analysis, charges in e, atoms 1 to 2: atom 1 (C): -0.23, atom 2 (O): -0.44

=====

No. 4
C4H13INOSi as an isolated structure in a non-equilibrium geometry, computed with ωB97M-V/def2-TZVPD.

Summary:
- LUMO energy (spin up / spin down) (eV) = -4.4 / -6.1
- largest force on an atom (Eh/bohr) = 0.078
- electronic energy (a.u.) = -876.94153
- energy above the lowest of the compared OMol25 structures with the same formula, charge and spin (kJ/mol) = 644.17
- charge = +1
- frontier orbital gap (spin up / spin down) (eV) = 8.74 / 5.38

```
21
C4H13INOSi ωB97M-V/def2-TZVPD
C -1.424 -0.853 -0.443
C -0.977 -0.050 1.799
C 1.349 -1.524 0.147
C 0.104 1.583 -2.280
N -0.548 0.009 0.366
O 0.841 -0.231 0.335
Si -0.096 1.784 -0.347
I 3.141 1.431 2.609
H -1.287 -0.746 -1.575
H -1.176 -1.858 -0.135
H -2.537 -0.527 -0.368
H -1.375 -0.957 2.220
H -0.209 0.265 2.520
H -1.794 0.602 1.919
H 0.980 -1.991 -0.762
H 1.255 -2.235 0.967
H 2.442 -1.504 0.077
H 1.136 1.479 -2.402
H -0.417 0.610 -2.498
H -0.044 2.489 -2.878
H 0.635 2.222 0.730
```

Löwdin population analysis, charges in e, atoms 1 to 2: atom 1 (C): -0.03, atom 2 (C): -0.02

=====

No. 5
An isolated molecule of C3H8N2O in a non-equilibrium geometry, computed with ωB97M-V/def2-TZVPD.

Summary:
- LUMO energy (eV) = 0.8
- largest force on an atom (Eh/bohr) = 0.059
- electronic energy (a.u.) = -303.77224
- energy above the lowest of the compared OMol25 structures with the same formula, charge and spin (kJ/mol) = 314.77
- SMILES = C[C@H](C=O)NN
- frontier orbital gap (eV) = 10.48

```
14
C3H8N2O ωB97M-V/def2-TZVPD
C 0.172 1.329 -0.232
C 0.365 -0.083 0.302
C 1.719 -0.757 0.017
O 2.761 -0.300 0.323
N -0.571 -0.982 -0.282
N -1.979 -0.694 0.096
H -0.519 1.841 0.328
H 1.133 1.762 -0.138
H -0.129 1.257 -1.277
H 0.309 -0.136 1.334
H 1.417 -1.687 -0.589
H -0.457 -0.727 -1.227
H -2.189 -1.198 0.956
H -2.032 0.374 0.388
```

Löwdin population analysis, charges in e, atoms 1 to 2: atom 1 (C): -0.03, atom 2 (C): -0.40

=====

No. 6
C3H6N4 as an isolated structure in a non-equilibrium geometry, computed with ωB97M-V/def2-TZVPD.

Summary:
- LUMO energy (eV) = -12.5
- largest force on an atom (Eh/bohr) = 0.094
- electronic energy (a.u.) = -336.06799
- energy above the lowest of the compared OMol25 structures with the same formula, charge and spin (kJ/mol) = 442.60
- charge = +2
- frontier orbital gap (eV) = 8.75

```
13
C3H6N4 ωB97M-V/def2-TZVPD
C -2.060 1.120 0.113
C -0.245 -0.407 -0.030
C 1.163 -0.404 0.051
N -3.798 -0.476 0.006
N -2.754 -0.097 0.009
N -1.260 -1.177 -0.135
N -0.817 1.002 -0.012
H -2.753 1.982 0.093
H 1.661 0.631 -0.068
H 1.855 -0.824 -0.721
H 1.432 -0.859 0.933
H -1.363 -2.212 -0.332
H -0.145 1.767 -0.026
```

Löwdin population analysis, charges in e, atoms 1 to 2: atom 1 (C): 0.12, atom 2 (C): -0.20